Record 1
Formula: CH4N2O2S
Source: the OMol25 dataset
Level of theory: the ωB97M-V functional and the def2-TZVPD basis

Output
LUMO level (eV): 0.487
Highest occupied orbital energy (eV): -9.6
Gap between HOMO and LUMO (eV): 10.110

Last column: Löwdin charge in e.
Atoms and positions in Å:
C -0.62885 0.42451 0.35074  -0.342
N -1.63890 0.02388 -0.42454  0.128
N 0.19345 -0.37346 0.89209  -0.030
O 2.28956 -1.04594 -0.70024  -0.466
O 2.11325 1.36830 -0.24509  -0.470
S 2.28774 0.02470 0.26313  0.782
H -0.33861 1.42850 0.29646  0.107
H -2.52070 0.47252 -0.55260  0.100
H -1.69866 -0.96299 -0.59609  0.102
H -0.05829 -1.36003 0.71613  0.089

***

Record 2
Formula: C21H6Br4Cl3I2NO4Os
Source: the OMol25 dataset
Level of theory: the ωB97M-V functional and the def2-TZVPD basis

Output
LUMO level (spin up / spin down) (eV): -2.351 / -2.358
Highest occupied orbital energy (spin up / spin down) (eV): -7.9 / -7.9
Gap between HOMO and LUMO (spin up / spin down) (eV): 5.542 / 5.538

Last column: Löwdin charge in e.
Atoms and positions in Å:
Os -1.20728 0.49425 -0.21454  1.752
Br -2.40820 2.66866 6.27944  0.727
C -2.43946 1.68906 4.67219  -0.750
C -3.16136 0.49525 4.58046  -0.749
Br -4.12303 -0.15711 6.06215  0.727
C -3.17166 -0.22939 3.38779  -0.653
Br -4.09467 -1.85104 3.16969  0.794
C -2.46891 0.25234 2.29532  -0.387
O -2.39782 -0.35474 1.10714  -0.243
C -1.75323 1.44853 2.38592  -0.395
O -1.11023 1.79773 1.27072  -0.253
C -1.72691 2.16493 3.57058  -0.653
Br -0.70969 3.74550 3.59536  0.787
I -2.77306 -3.70118 -2.85274  0.978
C -1.12822 -3.36046 -1.64482  -0.645
C -0.20365 -4.39833 -1.38417  -0.200
C 0.91171 -4.20030 -0.61575  -0.659
I 2.22273 -5.78870 -0.30248  0.953
C 1.16887 -2.92452 -0.04518  -0.193
C 2.27559 -2.55001 0.74775  -0.010
C 2.38816 -1.26632 1.21362  -0.012
C 1.39341 -0.32252 0.92469  -0.045
N 0.34595 -0.66175 0.19889  -0.029
C 0.22180 -1.92595 -0.30379  -0.135
C -0.92088 -2.11482 -1.11022  -0.420
O -1.69277 -1.04729 -1.31304  -0.280
H -0.39093 -5.37172 -1.81608  0.083
H 3.03547 -3.28440 0.97969  0.075
H 3.23276 -0.96310 1.81452  0.118
H 1.42583 0.69857 1.28267  0.134
Cl 3.57165 3.75265 -5.30766  0.673
C 2.48364 3.10572 -4.12097  -0.672
C 1.81169 1.92700 -4.38459  -0.129
C 0.94544 1.41519 -3.43428  -0.575
Cl 0.10728 -0.06232 -3.75291  0.762
C 0.72101 2.07012 -2.21869  -0.416
O -0.12557 1.63507 -1.30407  -0.308
C 1.43489 3.25350 -1.98720  -0.581
Cl 1.20907 4.05016 -0.46931  0.736
C 2.30597 3.77587 -2.92264  -0.126
H 1.95622 1.40337 -5.31852  0.109
H 2.83838 4.69252 -2.71491  0.109

***

Record 3
Formula: C2H9N
Source: the OMol25 dataset
Level of theory: the ωB97M-V functional and the def2-TZVPD basis

Output
LUMO level (eV): 1.124
Highest occupied orbital energy (eV): -9.2
Gap between HOMO and LUMO (eV): 10.288

Last column: Löwdin charge in e.
Atoms and positions in Å:
C -1.88817 -0.13260 -0.19647  -0.076
H -2.39816 0.17800 -1.11779  -0.002
H -1.52636 -1.11751 -0.46581  0.004
H -2.58091 0.28215 0.55475  0.030
H -0.84844 0.32409 -0.47370  0.012
C 1.34526 0.67048 0.19613  -0.175
N 0.95932 -0.77258 0.21574  -0.083
H 0.69487 1.34358 0.70526  0.054
H 1.37668 0.92102 -0.84747  0.071
H 2.29873 0.79554 0.67084  0.054
H 0.91597 -1.32821 1.09629  0.090
H 1.65122 -1.16395 -0.33776  0.020

***

Record 4
Formula: C17H23BrN4NaO4
Source: the OMol25 dataset
Level of theory: the ωB97M-V functional and the def2-TZVPD basis

Output
LUMO level (eV): 2.316
Highest occupied orbital energy (eV): -2.9
Gap between HOMO and LUMO (eV): 5.171
Total charge: -1

Last column: Löwdin charge in e.
Atoms and positions in Å:
Na -0.02215 -0.02817 0.63643  0.336
N 0.74289 3.88081 1.84230  0.143
C 0.86110 2.54864 1.54706  -0.526
O -0.05037 1.78574 1.83950  -0.001
C 2.15596 2.13097 0.86564  -0.294
C 2.46950 0.63869 1.01737  -0.223
H -0.16392 4.22209 2.10956  0.094
H 1.41782 4.52814 1.47921  0.084
H 2.91667 2.85378 1.21954  0.081
H 2.01061 2.37837 -0.19644  0.105
H 2.70978 0.44229 2.07563  -0.018
H 3.39113 0.42598 0.44950  -0.033
C 4.60688 -3.24284 -1.40616  -0.052
C 3.13379 -3.08064 -1.67738  -0.254
C 2.45866 -3.84741 -2.61338  -0.046
C 1.10813 -3.65003 -2.83072  -0.121
C 0.47716 -2.66827 -2.07867  -0.739
Br -1.37643 -2.36078 -2.36031  0.753
N 1.08819 -1.93017 -1.18095  0.073
C 2.38690 -2.13078 -0.98751  -0.077
H 5.01841 -4.07922 -1.97217  0.068
H 4.79653 -3.42163 -0.34646  0.081
H 5.15754 -2.34174 -1.68452  0.081
H 2.99143 -4.60529 -3.17894  0.109
H 0.55362 -4.23259 -3.55252  0.091
H 2.82582 -1.47277 -0.23665  0.079
C -4.15985 3.57626 1.25000  -0.074
C -4.93607 2.92301 0.10866  -0.191
C -4.45793 1.50397 -0.20271  -0.306
C -5.17757 0.92808 -1.45094  -0.164
C -6.70297 0.92199 -1.39961  -0.092
C -4.77003 0.59358 0.97031  -0.421
O -5.80534 0.66547 1.61243  0.060
N -3.82671 -0.35064 1.24275  0.209
C -2.51432 -0.37757 0.71541  -0.557
O -1.77213 -1.26878 1.15244  -0.024
N -2.12109 0.54439 -0.17249  0.151
C -2.96162 1.51960 -0.59643  -0.464
O -2.60608 2.43211 -1.33150  0.039
H -4.52158 4.59042 1.43400  0.068
H -3.09492 3.63240 1.01383  0.071
H -4.27822 3.00960 2.17724  0.078
H -4.82556 3.51175 -0.80272  0.118
H -5.99399 2.87894 0.36888  0.105
H -4.80989 -0.08924 -1.61890  0.122
H -4.83167 1.52816 -2.29466  0.119
H -7.07640 0.39399 -0.52110  0.069
H -7.10077 0.43303 -2.29211  0.068
H -7.10352 1.93716 -1.37225  0.069
H -4.00657 -0.98856 2.00246  0.153

***

Record 5
Formula: C15H60O15
Source: the OMol25 dataset
Level of theory: the ωB97M-V functional and the def2-TZVPD basis

Output
LUMO level (eV): -0.249
Highest occupied orbital energy (eV): -7.7
Gap between HOMO and LUMO (eV): 7.474

Last column: Löwdin charge in e.
Atoms and positions in Å:
C -10.63689 29.58371 -21.53478  -0.187
O -10.25204 28.60111 -20.62437  -0.120
H -11.21463 29.13179 -22.29424  0.070
H -9.72817 30.09343 -21.89858  0.050
H -11.22117 30.32207 -21.05689  0.078
H -9.82895 27.81891 -20.99797  0.043
C -7.71777 35.92480 -20.73288  -0.141
O -8.19476 34.59141 -20.99862  -0.138
H -7.24194 36.05336 -19.77924  0.059
H -8.51157 36.64203 -20.77483  0.066
H -6.89249 36.25092 -21.39448  0.075
H -7.49404 34.08859 -21.44379  0.001
C -5.54618 29.06453 -16.98343  -0.089
O -6.86500 29.59920 -17.29620  -0.118
H -5.54597 28.33524 -16.19604  0.071
H -4.89328 29.91353 -16.88741  0.069
H -5.25014 28.41559 -17.82339  0.053
H -7.39971 28.86739 -17.59926  0.055
C -8.56926 31.87657 -23.64361  -0.098
O -10.02617 31.72431 -23.73596  -0.100
H -8.12621 32.35614 -24.46524  0.065
H -8.13506 30.94084 -23.37302  0.038
H -8.27323 32.43679 -22.82414  0.036
H -10.25428 31.09166 -24.41483  0.063
C -5.99644 34.25155 -23.45976  -0.144
O -5.97644 33.58887 -22.23673  -0.169
H -6.11772 33.51405 -24.23988  0.056
H -5.02366 34.70871 -23.64793  0.081
H -6.76981 35.06795 -23.50581  0.110
H -5.15385 33.12304 -22.09397  0.024
C -6.60067 27.22595 -20.27055  -0.152
O -7.46395 27.97708 -19.46687  -0.120
H -6.81445 27.44679 -21.31512  0.050
H -6.73954 26.18059 -20.06666  0.083
H -5.52427 27.39010 -19.96403  0.082
H -7.06681 28.88411 -19.56564  0.047
C -6.33000 30.36697 -21.10010  -0.125
O -5.99653 30.31431 -19.74435  -0.140
H -5.61234 29.80228 -21.73551  0.074
H -6.39284 31.41855 -21.42059  0.079
H -7.29113 29.91142 -21.16097  0.067
H -5.10965 30.00358 -19.67212  0.029
C -3.09578 31.60467 -21.59835  -0.134
O -3.37308 32.88590 -22.09412  -0.106
H -2.07393 31.47536 -21.19650  0.110
H -3.21682 30.91911 -22.36480  0.035
H -3.85520 31.28563 -20.90175  0.050
H -2.57293 33.26171 -22.50100  0.120
C -2.81307 31.16473 -18.12145  -0.156
O -3.15392 31.96664 -17.04049  -0.085
H -2.49420 30.17747 -17.78036  0.081
H -2.06190 31.62883 -18.69669  0.077
H -3.64047 31.03032 -18.82298  0.056
H -2.33559 32.08007 -16.56604  0.105
C -2.73312 27.89215 -19.16030  -0.087
O -3.57234 28.72602 -19.97539  -0.137
H -2.00873 28.43660 -18.67619  0.045
H -2.30181 27.20250 -19.79369  0.060
H -3.31671 27.32699 -18.46056  0.082
H -3.77717 28.20825 -20.72670  -0.007
C -5.82562 30.19397 -24.94640  -0.105
O -5.46120 31.02351 -23.82392  -0.132
H -6.78370 29.64584 -24.91870  0.085
H -5.02618 29.48866 -25.13105  0.062
H -5.83864 30.82511 -25.76421  0.059
H -4.57543 31.33295 -23.99972  0.070
C -8.44070 28.08872 -23.33204  -0.175
O -8.92144 27.08864 -22.49455  -0.125
H -9.28341 28.69834 -23.61715  0.066
H -7.99018 27.62508 -24.21275  0.091
H -7.68822 28.76250 -22.91428  0.047
H -9.00076 26.19882 -22.94229  0.139
C -8.79059 31.78865 -19.66594  -0.158
O -7.97818 31.66160 -18.53566  -0.131
H -9.54200 32.51364 -19.40274  0.085
H -9.22807 30.81482 -19.89673  0.060
H -8.24435 32.21936 -20.52922  0.053
H -7.14194 31.18333 -18.77740  0.031
C -5.38781 33.45630 -19.27012  -0.111
O -5.42543 32.66055 -18.07081  -0.108
H -6.37058 33.50811 -19.70970  0.051
H -4.71115 33.02614 -20.00359  0.044
H -5.08280 34.52681 -19.15325  0.096
H -4.53532 32.39276 -17.81584  -0.003
C -4.40365 27.99728 -23.19731  -0.145
O -3.83938 27.19293 -22.18201  -0.110
H -3.90753 28.96063 -23.25499  0.062
H -5.41479 28.22892 -22.87753  0.053
H -4.29778 27.55699 -24.18408  0.094
H -3.18460 26.64253 -22.65752  0.117

***

Record 6
Formula: CHNP2S2
Source: the OMol25 dataset
Level of theory: the ωB97M-V functional and the def2-TZVPD basis

Output
LUMO level (eV): -2.265
Highest occupied orbital energy (eV): -8.4
Gap between HOMO and LUMO (eV): 6.101

Last column: Löwdin charge in e.
Atoms and positions in Å:
C -0.23042 0.09061 0.59756  -1.043
N 0.45235 0.65201 1.51142  0.024
P -1.97934 0.18594 0.09155  0.454
P 0.42106 -1.27298 -0.55864  0.286
S -1.76663 0.44876 -1.86101  0.098
S 1.72724 -0.32683 -1.51351  0.130
H 1.37574 0.22248 1.73263  0.051

***

Values for relative energy (zero: lowest compared OMol25 entry of this formula, charge and spin), kJ/mol, ordered as above
30.94; 99.34; 158.11; 34.34; 956.65; 90.99
Values for DFT total energy, Ha, ordered as above
-698.6635; -13522.2652; -136.2818; -3918.0597; -1735.7223; -1572.4826